[1]
The following is a quantum chemistry calculation of a single C21H44O3Si molecule at a distorted geometry, from OMol25.

Output
Orbital gap ... 9.32 eV
Calculated total energy ... -36499.2296 eV

Each line ends with the Mulliken charge.
Atoms and positions in Å:
1 H 3.13 4.23 3.25  0.296
2 H -6.28 -2.38 1.65  0.241
3 C 0.18 0.45 -0.43  0.291
4 H 0.08 2.26 -2.56  -0.125
5 C -4.31 0.37 0.65  -0.612
6 H 3.26 4.40 1.30  0.270
7 O 0.78 1.50 0.43  -0.126
8 H 4.50 -1.49 -2.28  0.315
9 H -0.98 0.47 -0.19  -0.434
10 C -0.92 -0.32 -3.23  -0.729
11 H -5.22 -3.99 1.22  0.344
12 H -1.20 1.89 3.26  0.205
13 H -0.85 -1.43 -2.81  0.355
14 H 2.95 0.97 -0.92  0.031
15 H 0.67 4.11 1.11  0.083
16 H -5.40 -0.02 0.50  0.276
17 C 2.09 0.41 -3.06  -0.769
18 H 2.39 1.26 -3.84  0.306
19 H 6.81 -0.28 0.55  0.256
20 C -3.27 -0.36 -1.81  0.775
21 C 6.72 -0.87 1.58  -0.533
22 Si 0.35 0.83 -2.32  -0.015
23 C 0.50 1.07 1.83  -0.428
24 C -2.46 0.30 -3.09  -0.779
25 O 0.42 3.32 3.17  -0.431
26 H -2.28 -0.57 1.64  -0.041
27 H 2.86 2.71 2.10  -0.009
28 H 0.98 5.36 2.50  0.313
29 H -5.49 -2.60 -0.05  0.146
30 H -2.79 -2.53 3.76  0.277
31 H -2.80 1.63 -0.66  0.211
32 C 2.71 3.87 2.21  -0.609
33 H -4.90 -0.81 -3.48  0.341
34 C 4.10 -1.26 0.03  -0.156
35 C 3.60 -1.21 -1.56  -0.614
36 H -2.31 1.46 -2.94  0.280
37 C 5.40 -2.28 0.08  -0.511
38 C -4.65 -1.09 -2.35  -1.050
39 H -4.35 1.28 1.40  0.304
40 H 2.69 -1.92 -1.75  0.298
41 H -4.59 -2.27 -2.21  0.195
42 H 4.23 0.89 -2.35  0.354
43 H 1.48 0.91 2.46  0.337
44 H -3.04 0.14 -4.10  0.333
45 H 4.33 -0.15 0.33  0.189
46 C -3.09 -3.11 2.79  -1.024
47 C -5.32 -2.82 1.10  -1.017
48 H 7.71 -0.85 2.21  0.237
49 C 1.10 4.22 2.21  -0.147
50 H -4.59 1.47 -1.34  0.437
51 O 6.17 -2.22 1.33  -0.382
52 H -2.13 -3.51 2.25  0.238
53 C -3.71 0.87 -0.80  -1.051
54 H 6.10 -2.19 -0.88  0.309
55 H -0.60 -0.33 -4.38  0.316
56 H 4.94 -3.38 0.02  0.274
57 H 0.62 -0.59 -0.12  0.149
58 H 3.17 -1.65 0.64  0.130
59 H 2.13 -0.63 -3.59  0.335
60 C -3.40 -0.82 1.36  0.134
61 H 5.88 -0.29 2.19  0.165
62 H -3.74 -4.03 3.10  0.334
63 H -1.04 2.83 1.61  0.292
64 H -5.51 -0.72 -1.62  0.198
65 C -0.41 2.31 2.48  -0.340
66 C 3.27 0.39 -1.89  -0.304
67 C -3.94 -2.16 1.71  0.467
68 H -0.18 0.11 1.87  0.301
69 H -2.55 -1.15 -1.29  0.302



[2]
The following is a quantum chemistry calculation of a molecular structure, C21H45AlNO12P2 at a distorted geometry, from OMol25.

Output
Orbital gap ... 5.99 eV
Calculated total energy ... -73737.4652 eV
Net charge ... -1

Each line ends with the Mulliken charge.
Atoms and positions in Å:
1 H 3.31 -2.74 -4.60  0.296
2 O 3.78 -5.99 -2.58  -0.352
3 H 1.63 -3.26 -4.25  0.252
4 H 2.29 2.01 0.74  0.224
5 O -5.61 -0.98 2.97  -0.339
6 H -0.09 -5.63 4.26  0.299
7 C 1.27 0.40 -1.67  -0.336
8 C -0.69 3.26 -3.44  -0.501
9 H 2.35 2.34 6.71  0.206
10 H 4.02 3.89 0.28  0.300
11 H -2.75 -1.18 0.39  0.330
12 H -7.02 -0.06 4.13  0.231
13 C 4.11 -6.13 -1.20  -0.473
14 C -0.24 1.96 4.79  0.786
15 O 3.06 -4.77 -4.23  -0.339
16 O 0.48 2.29 5.89  -0.341
17 H -2.39 0.88 3.73  0.258
18 H -0.94 2.14 -3.53  0.246
19 H 2.63 4.47 1.37  0.272
20 C -3.52 4.54 -0.86  -0.049
21 H -2.15 2.54 3.07  0.247
22 C -2.41 1.95 3.95  -0.398
23 C 1.97 2.83 -0.02  -0.184
24 H -4.13 4.16 1.47  0.227
25 O -3.62 0.06 2.58  -0.521
26 H 4.46 -7.15 -1.04  0.223
27 C 2.89 4.12 0.28  -1.001
28 O 0.20 1.49 3.77  -0.540
29 C 0.99 -0.22 -3.15  -0.615
30 H 1.95 -0.76 -3.47  0.050
31 H 4.91 -5.44 -0.92  0.287
32 H 2.31 2.63 4.96  0.265
33 C 3.33 -4.76 -2.92  0.790
34 N 1.00 2.16 -6.52  -0.898
35 H -2.06 -1.97 1.84  0.240
36 H 0.08 -0.94 -3.07  0.271
37 H 0.28 0.65 -1.09  0.128
38 C -2.71 4.64 -2.28  -0.411
39 H -3.43 2.22 4.26  0.250
40 H -1.13 3.86 -4.33  0.385
41 H -5.34 0.26 4.62  0.269
42 H 3.23 -5.96 -0.57  0.175
43 O -1.53 2.25 5.04  -0.367
44 C -4.38 -0.87 2.44  0.695
45 P 2.20 2.60 -5.51  0.354
46 H 1.02 -3.86 -0.47  0.316
47 H -2.76 -2.94 0.54  0.213
48 C 1.87 2.04 5.77  -0.578
49 H 2.37 -3.50 0.66  0.333
50 H 0.69 0.61 -3.89  0.078
51 C 0.24 -4.28 2.02  0.640
52 H -6.04 1.05 3.16  0.271
53 P 2.25 2.06 -1.75  -0.111
54 H 2.60 5.00 -0.41  0.245
55 H 0.85 3.00 0.13  0.084
56 C -2.85 -2.00 1.09  -0.527
57 H 3.02 3.62 -6.17  0.004
58 C -0.98 -5.23 3.76  -0.687
59 C -1.34 3.79 -2.06  -0.406
60 O 0.46 -3.11 1.39  -0.163
61 H 1.72 4.95 -3.30  -0.365
62 H 2.39 -3.64 -5.81  0.285
63 C 1.39 -3.18 0.31  -0.135
64 C -4.08 4.41 0.34  -0.479
65 O 0.75 -5.34 1.74  -0.588
66 C -6.01 0.14 3.76  -0.576
67 O -4.13 -1.98 1.72  -0.370
68 H -3.36 4.24 -3.15  0.340
69 H -1.64 2.86 -1.43  0.076
70 H 0.14 2.37 -5.97  0.311
71 H 1.93 -0.31 -1.04  0.164
72 Al 1.36 3.41 -3.45  0.071
73 H -1.44 -5.99 3.12  0.300
74 H 2.06 0.97 5.61  0.279
75 H -1.70 -4.94 4.53  0.216
76 O -0.65 -4.07 3.01  -0.217
77 H 3.10 1.49 -5.24  -0.001
78 H 1.48 -2.19 -0.12  -0.222
79 O 3.19 -3.83 -2.17  -0.531
80 H -0.63 4.41 -1.39  0.163
81 C 2.57 -3.53 -4.74  -0.600
82 H -2.48 5.78 -2.41  0.274



[3]
The following is a quantum chemistry calculation of a molecular structure, C21H45AsBrMoOS4Si3, from OMol25.

Output
Orbital gap (spin up / spin down) ... 6.31 / 6.35 eV
Energy relative to the best compared isomer or geometry (same formula, charge and spin) ... 3.5 kcal/mol
Calculated total energy ... -224264.0217 eV
Net charge ... +1

Each line ends with the Mulliken charge.
Atoms and positions in Å:
1 H 4.06 5.13 0.84  0.543
2 H 1.13 3.44 -3.38  0.592
3 C 0.74 1.39 2.88  -1.720
4 As -1.81 -1.88 -0.09  0.066
5 H -0.15 4.55 1.71  0.344
6 H 2.34 5.16 1.21  0.320
7 Si 1.42 2.46 0.30  -0.267
8 C 0.90 -3.30 -3.25  0.006
9 H -5.12 -1.38 -1.04  0.330
10 H 2.34 4.00 -2.23  0.366
11 H -1.65 -0.50 3.14  0.151
12 H -1.67 2.68 0.78  0.291
13 C 0.25 2.39 1.81  2.670
14 H -1.72 -1.83 4.31  0.379
15 Mo 0.54 -1.95 -0.37  -0.665
16 C 0.61 2.98 -1.34  2.714
17 Si -1.22 -2.70 2.06  0.893
18 H 1.13 4.13 2.85  0.329
19 H -3.42 -5.19 -0.06  0.294
20 H -3.07 -1.55 3.21  0.317
21 H -0.86 2.36 -2.78  0.541
22 H 4.45 1.63 -0.22  0.385
23 C -3.02 -2.70 -3.20  -0.750
24 H 4.01 2.90 -1.37  0.317
25 C -5.04 -2.46 -0.88  -1.080
26 C 1.15 -5.37 -4.82  0.556
27 H 2.24 2.28 -2.64  0.350
28 H -1.27 -5.15 1.63  0.328
29 S 1.15 -4.10 -0.69  -0.214
30 H 4.66 3.20 2.19  0.612
31 H -1.21 1.73 -1.17  0.324
32 H -2.08 -3.14 -3.51  0.119
33 C 0.18 3.80 2.43  -1.786
34 Si -3.39 -3.12 -1.43  0.263
35 H -2.77 -4.60 2.39  0.277
36 C -0.13 4.32 -1.13  -1.735
37 O 1.23 -6.10 -5.76  -0.493
38 C 3.65 2.80 2.06  -1.989
39 H 2.89 5.05 -0.47  0.317
40 H 1.17 -3.52 1.98  0.561
41 H 0.06 1.44 3.74  0.567
42 H -3.86 -5.49 -1.74  0.405
43 S 0.64 -1.70 -2.60  -0.198
44 C 0.68 -2.57 2.22  -1.566
45 C 3.16 3.18 0.65  2.178
46 C -1.18 1.97 1.46  -1.830
47 H -5.83 -2.95 -1.46  0.376
48 C 3.09 4.72 0.55  -1.722
49 H 0.72 0.36 2.51  0.105
50 H 1.22 -1.72 1.74  0.381
51 H 0.53 5.11 -0.75  0.315
52 H 0.89 -2.36 3.27  0.458
53 H -2.98 -1.63 -3.38  0.305
54 H -0.52 4.66 -2.09  0.545
55 H -1.77 1.95 2.38  0.609
56 S 1.34 -5.91 -3.13  -0.102
57 C -1.69 -4.47 2.37  -1.093
58 H -2.16 -5.26 -1.31  0.251
59 H -1.22 0.98 1.01  0.084
60 C 4.25 2.70 -0.32  -1.795
61 H 0.08 1.02 -2.15  0.140
62 H -1.30 -4.76 3.35  0.388
63 C -0.40 1.96 -1.87  -1.863
64 C 1.65 3.18 -2.45  -2.129
65 Br 2.10 0.19 -0.11  -0.036
66 H -5.23 -2.66 0.17  0.335
67 H 1.74 1.59 3.24  0.260
68 H 3.03 3.22 2.85  0.335
69 H -3.81 -3.13 -3.83  0.400
70 H -0.55 3.78 3.24  0.551
71 H 3.71 1.72 2.20  0.324
72 H -0.97 4.23 -0.44  0.325
73 S 0.87 -3.61 -4.96  -0.080
74 H 5.17 3.22 -0.09  0.544
75 C -1.98 -1.53 3.29  -0.971
76 C 1.11 -4.34 -2.42  0.269
77 C -3.18 -4.93 -1.09  -0.922